[1]
Entry from OMol25: 16 unconnected molecules or ions with the total composition C58H151N9O16 at a distorted geometry (ωB97M-V with the def2-TZVPD basis set).

Its HOMO-LUMO gap is 8.85 eV. The value obtained for the calculated total energy is -108755.87960 eV.

Each line ends with the Löwdin charge.
Geometry (Å):
C -1.966 6.861 -0.750  -0.03
C -2.846 6.037 -1.653  -0.52
C -2.119 4.763 -1.978  -0.15
C -2.052 3.780 -0.761  -0.16
C -3.483 3.478 -0.296  -0.13
C -4.355 4.755 0.021  -0.43
N -4.207 5.655 -1.173  -0.09
O -4.942 6.824 -0.979  -0.05
C -5.863 4.391 0.012  -0.03
C -3.949 5.374 1.414  -0.01
C -2.939 6.776 -3.012  -0.03
H -1.531 6.228 0.035  0.07
H -2.320 7.770 -0.307  0.08
H -1.072 7.178 -1.274  0.08
H -2.647 4.294 -2.810  0.09
H -1.149 4.946 -2.413  0.10
H -1.416 4.206 -0.016  0.06
H -1.644 2.802 -1.109  0.10
H -3.367 2.861 0.601  0.09
H -3.938 2.884 -1.070  0.09
H -6.417 5.368 -0.278  0.11
H -6.018 3.593 -0.705  0.06
H -6.214 3.955 0.954  0.08
H -4.534 4.987 2.204  0.06
H -2.872 5.191 1.592  0.06
H -4.146 6.474 1.451  0.09
H -3.557 6.221 -3.728  0.08
H -1.905 6.975 -3.365  0.09
H -3.361 7.794 -2.861  0.09
H -5.591 6.857 -1.700  0.11
C 2.522 1.946 -4.689  -0.02
C 3.038 0.565 -4.286  -0.53
C 3.647 -0.131 -5.459  -0.15
C 5.103 0.311 -5.832  -0.15
C 5.896 -0.004 -4.571  -0.15
C 5.413 0.848 -3.383  -0.52
N 3.968 0.502 -3.170  -0.07
O 3.546 1.228 -2.034  -0.05
C 6.217 0.489 -2.137  -0.04
C 5.708 2.313 -3.632  -0.03
C 1.803 -0.308 -3.932  -0.04
H 3.223 2.464 -5.398  0.09
H 2.295 2.585 -3.863  0.05
H 1.531 1.845 -5.221  0.09
H 3.620 -1.221 -5.338  0.12
H 3.044 0.008 -6.360  0.12
H 5.189 1.360 -6.169  0.11
H 5.363 -0.370 -6.664  0.11
H 6.976 0.210 -4.720  0.13
H 5.738 -1.046 -4.323  0.11
H 7.305 0.725 -2.225  0.10
H 5.786 0.987 -1.277  0.06
H 6.035 -0.619 -1.987  0.10
H 5.533 2.928 -2.760  0.08
H 6.760 2.476 -3.907  0.10
H 5.100 2.664 -4.453  0.05
H 1.158 -0.314 -4.804  0.07
H 1.116 0.091 -3.118  0.09
H 2.008 -1.335 -3.675  0.07
H 3.281 0.588 -1.344  0.08
C -5.632 -0.867 -4.812  -0.03
C -4.732 -0.041 -3.835  -0.49
C -5.302 -0.242 -2.448  -0.14
C -4.933 -1.631 -1.851  -0.15
C -3.408 -1.835 -1.813  -0.11
C -2.781 -1.665 -3.226  -0.50
N -3.272 -0.374 -3.749  -0.04
O -2.795 -0.254 -5.099  -0.04
C -1.288 -1.521 -3.109  -0.04
C -3.107 -2.876 -4.128  -0.02
C -4.879 1.393 -4.320  -0.03
H -6.610 -0.377 -4.836  0.08
H -5.799 -1.844 -4.333  0.06
H -5.267 -1.057 -5.821  0.09
H -4.967 0.521 -1.744  0.08
H -6.370 -0.162 -2.476  0.12
H -5.503 -2.442 -2.327  0.11
H -5.250 -1.651 -0.778  0.09
H -3.169 -2.806 -1.380  0.12
H -2.981 -1.097 -1.125  0.10
H -1.037 -0.727 -2.383  0.06
H -0.875 -2.415 -2.555  0.10
H -0.803 -1.364 -4.074  0.07
H -2.427 -2.942 -5.000  0.09
H -3.041 -3.882 -3.697  0.09
H -4.095 -2.895 -4.537  0.05
H -4.354 2.052 -3.645  0.06
H -5.904 1.764 -4.335  0.09
H -4.313 1.553 -5.210  0.07
H -2.324 0.569 -5.123  0.04
C 1.742 4.333 -1.224  -0.04
C 2.724 4.735 -0.140  -0.38
C 2.136 5.829 0.781  -0.20
O 2.155 7.084 0.121  -0.17
C 1.743 8.045 1.023  -0.14
N 3.154 3.536 0.593  0.07
H 2.161 3.662 -1.972  0.05
H 1.332 5.273 -1.709  0.10
H 0.886 3.686 -0.798  0.10
H 3.576 5.203 -0.593  0.13
H 2.732 5.805 1.687  0.10
H 1.127 5.664 1.173  0.12
H 2.336 8.037 1.974  0.10
H 0.722 7.883 1.308  0.07
H 1.831 9.037 0.543  0.10
H 2.710 2.766 0.101  0.06
H 4.153 3.416 0.459  0.10
C -1.110 1.545 4.025  -0.07
C -1.331 2.944 3.504  -0.42
C -1.477 3.895 4.734  -0.18
O -1.890 5.161 4.232  -0.20
C -1.954 6.072 5.242  -0.17
N -0.290 3.358 2.595  0.06
H -2.009 1.245 4.593  0.09
H -0.241 1.489 4.709  0.08
H -0.902 0.850 3.209  0.05
H -2.285 2.899 2.954  0.13
H -0.443 4.038 5.141  0.13
H -2.136 3.539 5.572  0.14
H -2.823 5.811 5.896  0.10
H -2.066 7.087 4.835  0.09
H -1.016 6.163 5.884  0.10
H 0.603 3.717 3.005  0.08
H -0.550 4.076 1.888  0.07
C 0.286 -10.864 2.976  -0.07
C 0.665 -9.837 1.935  -0.44
C 1.192 -8.501 2.419  -0.17
O 0.221 -7.521 2.923  -0.21
C -0.516 -6.904 1.858  -0.10
N 1.513 -10.469 0.887  0.03
H -0.191 -11.796 2.621  0.09
H -0.423 -10.487 3.693  0.07
H 1.074 -11.161 3.674  0.08
H -0.253 -9.610 1.377  0.12
H 1.781 -7.960 1.627  0.11
H 1.819 -8.674 3.296  0.12
H 0.232 -6.453 1.159  0.07
H -0.982 -5.991 2.307  0.08
H -1.211 -7.510 1.335  0.07
H 2.076 -11.186 1.350  0.06
H 2.156 -9.729 0.534  0.07
C -1.550 -2.479 3.682  -0.06
C -2.830 -2.240 2.891  -0.44
C -3.253 -3.654 2.444  -0.19
O -4.497 -3.624 1.701  -0.20
C -5.083 -4.876 1.690  -0.12
N -3.966 -1.731 3.622  0.05
H -1.715 -3.279 4.469  0.10
H -1.016 -1.617 4.086  0.06
H -0.900 -2.964 2.960  0.06
H -2.628 -1.650 1.981  0.13
H -3.351 -4.271 3.358  0.13
H -2.467 -4.091 1.833  0.11
H -4.421 -5.566 1.203  0.08
H -5.988 -4.758 1.121  0.09
H -5.286 -5.166 2.704  0.09
H -3.938 -0.777 3.973  0.06
H -4.784 -1.834 3.031  0.07
C -0.347 0.459 -0.033  -0.03
C 0.226 -0.265 1.138  -0.41
C 0.947 -1.512 0.802  -0.17
O -0.044 -2.497 0.436  -0.18
C 0.470 -3.616 -0.241  -0.11
N 1.165 0.648 1.855  0.08
H 0.496 0.813 -0.637  0.09
H -1.003 1.309 0.279  0.08
H -1.029 -0.203 -0.563  0.05
H -0.617 -0.520 1.765  0.10
H 1.503 -1.806 1.683  0.09
H 1.731 -1.436 0.030  0.13
H 0.801 -3.367 -1.224  0.07
H -0.452 -4.265 -0.362  0.11
H 1.133 -4.231 0.350  0.06
H 0.681 1.512 2.054  0.04
H 1.297 0.209 2.761  0.06
C 4.910 -3.114 4.171  -0.02
C 4.316 -3.855 2.942  -0.35
C 3.117 -4.705 3.305  -0.23
O 2.342 -4.051 4.215  -0.24
C 1.339 -4.835 4.853  -0.05
N 3.919 -2.846 1.933  0.06
H 4.077 -2.834 4.860  0.08
H 5.379 -2.265 3.705  0.06
H 5.664 -3.652 4.696  0.06
H 5.040 -4.556 2.464  0.15
H 3.472 -5.646 3.766  0.14
H 2.621 -4.969 2.368  0.13
H 0.922 -4.212 5.613  0.07
H 1.757 -5.827 5.225  0.11
H 0.481 -5.135 4.113  0.11
H 4.686 -2.258 1.627  0.08
H 3.130 -2.276 2.159  0.04
C 1.838 -0.871 5.457  -0.10
O 2.008 -1.303 4.067  -0.17
H 1.130 -1.366 6.056  0.06
H 2.743 -0.861 6.051  0.07
H 1.511 0.177 5.338  0.07
H 1.981 -2.296 4.168  0.05
C 3.990 -3.402 -1.779  -0.13
O 3.903 -4.133 -0.546  -0.16
H 3.520 -2.398 -1.635  0.08
H 4.989 -3.216 -2.142  0.06
H 3.515 -3.940 -2.571  0.06
H 3.795 -3.649 0.279  0.00
C 4.695 0.370 1.622  -0.15
O 3.590 0.480 0.735  -0.19
H 5.537 -0.084 1.121  0.07
H 4.907 1.402 1.892  0.06
H 4.515 -0.170 2.574  0.07
H 2.734 0.548 1.233  0.01
C -1.219 3.177 -4.946  -0.15
O -1.087 2.070 -5.794  -0.12
H -0.916 2.745 -3.962  0.10
H -0.587 3.952 -5.324  0.08
H -2.229 3.552 -4.881  0.07
H -1.509 2.229 -6.624  0.08
C 2.070 -6.474 -1.943  -0.14
O 2.156 -6.531 -0.511  -0.15
H 3.019 -6.758 -2.388  0.08
H 1.378 -7.203 -2.246  0.06
H 1.680 -5.563 -2.376  0.07
H 2.716 -5.755 -0.345  0.03
C 4.103 4.388 3.800  -0.16
O 2.801 4.049 3.302  -0.19
H 4.658 5.181 3.276  0.07
H 3.953 4.801 4.819  0.08
H 4.745 3.538 3.913  0.06
H 2.884 3.792 2.354  0.00
C -4.908 0.713 0.703  -0.19
O -5.065 1.409 1.921  -0.12
H -4.947 -0.390 0.870  0.07
H -5.823 0.996 0.108  0.10
H -3.934 0.896 0.148  0.08
H -4.318 1.099 2.479  0.07

[2]
Entry from OMol25: 14 unconnected molecules or ions with the total composition C58H153N9O20 at a distorted geometry (ωB97M-V with the def2-TZVPD basis set).

As for the energy relative to the best compared isomer or geometry (same formula, charge and spin): 0.00 kJ/mol. Its HOMO-LUMO gap is 9.06 eV. The value obtained for the calculated total energy is -116978.88371 eV.

Each line ends with the Löwdin charge.
Geometry (Å):
C 21.160 27.232 16.184  -0.03
C 20.074 26.995 15.115  -0.41
C 20.545 27.213 13.688  -0.22
O 19.589 26.944 12.724  -0.17
C 18.637 28.011 12.661  -0.07
N 19.571 25.611 15.221  0.09
H 21.979 26.538 15.989  0.07
H 20.765 27.046 17.182  0.07
H 21.537 28.257 16.132  0.08
H 19.242 27.678 15.331  0.09
H 21.333 26.468 13.552  0.13
H 20.974 28.211 13.638  0.12
H 18.025 28.165 13.547  0.07
H 17.955 27.826 11.832  0.08
H 19.067 28.997 12.409  0.08
H 19.057 25.407 14.368  0.08
H 18.954 25.423 16.012  0.05
C 19.555 21.064 16.523  -0.02
C 20.157 21.561 17.869  -0.40
C 21.442 20.924 18.272  -0.23
O 21.740 21.424 19.548  -0.19
C 23.084 21.200 19.979  -0.08
N 20.233 23.034 17.824  0.06
H 18.604 21.566 16.374  0.07
H 19.460 19.978 16.612  0.07
H 20.250 21.269 15.709  0.06
H 19.390 21.351 18.611  0.14
H 22.186 21.150 17.500  0.11
H 21.355 19.826 18.331  0.14
H 23.244 21.651 20.959  0.09
H 23.801 21.599 19.257  0.09
H 23.260 20.114 20.070  0.09
H 20.870 23.324 17.054  0.08
H 20.744 23.295 18.681  0.10
C 17.838 17.802 12.523  -0.06
C 16.462 18.321 12.083  -0.44
C 16.469 18.872 10.681  -0.22
O 15.137 19.215 10.409  -0.21
C 14.836 19.351 9.064  -0.12
N 15.491 17.261 12.306  0.05
H 18.237 16.944 11.990  0.08
H 17.822 17.536 13.582  0.08
H 18.641 18.532 12.409  0.05
H 16.163 19.177 12.698  0.12
H 16.842 18.068 10.033  0.13
H 17.139 19.737 10.602  0.11
H 13.811 19.681 8.908  0.09
H 15.000 18.377 8.574  0.10
H 15.482 20.092 8.565  0.08
H 15.694 16.370 11.843  0.08
H 14.625 17.639 11.917  0.07
C 13.486 29.276 10.370  -0.12
O 14.030 30.552 10.473  -0.18
C 15.445 30.552 10.750  -0.21
C 15.984 31.968 10.509  -0.21
N 17.411 32.154 10.667  -0.04
C 17.838 32.090 12.075  -0.21
C 19.305 32.393 12.256  -0.23
O 20.052 31.350 11.655  -0.20
C 21.381 31.342 12.098  -0.13
H 14.062 28.618 9.695  0.09
H 12.499 29.403 9.923  0.08
H 13.344 28.850 11.371  0.07
H 16.007 29.827 10.148  0.13
H 15.643 30.253 11.790  0.09
H 15.386 32.663 11.112  0.12
H 15.730 32.183 9.466  0.12
H 17.969 31.582 10.053  0.11
H 17.724 31.070 12.471  0.09
H 17.317 32.760 12.766  0.12
H 19.597 32.377 13.317  0.12
H 19.577 33.364 11.822  0.13
H 21.443 31.030 13.159  0.08
H 21.895 32.304 12.059  0.09
H 21.933 30.586 11.552  0.09
C 14.430 28.040 13.689  -0.10
O 15.312 27.594 12.674  -0.22
C 15.251 26.195 12.492  -0.19
C 15.761 25.434 13.749  -0.15
N 16.348 24.140 13.273  -0.04
C 16.774 23.208 14.344  -0.16
C 17.425 21.969 13.692  -0.22
O 18.726 22.310 13.286  -0.19
C 19.352 21.197 12.723  -0.10
H 14.637 27.572 14.665  0.08
H 13.384 27.821 13.418  0.08
H 14.629 29.102 13.744  0.07
H 15.942 26.022 11.658  0.11
H 14.226 25.977 12.167  0.11
H 14.960 25.279 14.479  0.10
H 16.493 26.118 14.226  0.12
H 17.148 24.308 12.675  0.07
H 15.899 22.813 14.880  0.11
H 17.439 23.708 15.061  0.10
H 16.773 21.623 12.880  0.10
H 17.479 21.148 14.436  0.12
H 20.373 21.392 12.418  0.06
H 18.761 20.799 11.886  0.09
H 19.385 20.465 13.540  0.08
C 11.923 30.896 13.699  -0.09
O 12.536 31.170 14.962  -0.20
C 13.353 32.299 14.979  -0.22
C 14.771 31.964 14.565  -0.23
N 15.456 31.138 15.527  -0.04
C 16.821 30.800 15.115  -0.21
C 17.527 29.896 16.095  -0.19
O 16.981 28.584 15.901  -0.21
C 17.274 27.781 17.017  -0.12
H 11.101 31.594 13.467  0.09
H 11.445 29.922 13.765  0.07
H 12.643 30.946 12.874  0.08
H 13.414 32.684 16.005  0.13
H 12.842 33.037 14.356  0.12
H 15.330 32.905 14.499  0.12
H 14.804 31.521 13.560  0.10
H 14.878 30.314 15.674  0.10
H 17.367 31.750 15.028  0.12
H 16.774 30.397 14.094  0.09
H 17.391 30.234 17.126  0.13
H 18.597 29.825 15.839  0.12
H 16.793 28.096 17.948  0.08
H 18.355 27.712 17.205  0.08
H 16.933 26.779 16.810  0.06
C 22.459 18.310 12.914  -0.10
O 21.221 18.371 13.610  -0.22
C 21.290 18.213 15.020  -0.22
C 22.043 16.978 15.464  -0.20
N 21.176 15.784 15.607  -0.05
C 20.482 15.407 14.360  -0.18
C 19.433 14.309 14.674  -0.21
O 19.996 13.008 14.556  -0.19
C 19.053 11.998 14.726  -0.15
H 22.805 17.287 12.743  0.08
H 23.282 18.886 13.377  0.10
H 22.207 18.728 11.940  0.08
H 20.259 18.242 15.355  0.11
H 21.713 19.149 15.421  0.11
H 22.481 17.135 16.453  0.11
H 22.946 16.849 14.854  0.10
H 21.705 15.040 16.051  0.11
H 21.135 15.132 13.524  0.13
H 19.871 16.249 14.042  0.08
H 18.569 14.390 13.974  0.12
H 18.983 14.456 15.681  0.13
H 18.135 12.041 14.120  0.09
H 18.711 11.923 15.769  0.09
H 19.550 11.090 14.427  0.08
C 14.133 27.638 19.754  -0.10
O 13.146 27.349 18.785  -0.19
C 13.338 28.082 17.610  -0.24
C 12.292 27.684 16.605  -0.19
N 12.580 26.388 15.993  -0.04
C 11.514 25.968 15.092  -0.21
C 10.176 25.518 15.698  -0.22
O 10.320 24.377 16.511  -0.17
C 10.672 23.226 15.771  -0.11
H 14.047 28.707 19.990  0.09
H 15.156 27.403 19.419  0.07
H 13.893 27.097 20.661  0.09
H 14.364 27.881 17.265  0.11
H 13.244 29.175 17.789  0.13
H 12.337 28.404 15.786  0.10
H 11.312 27.681 17.081  0.12
H 12.671 25.671 16.716  0.11
H 11.872 25.214 14.385  0.10
H 11.332 26.825 14.416  0.10
H 9.530 25.361 14.819  0.12
H 9.649 26.238 16.322  0.12
H 10.442 22.339 16.364  0.09
H 11.742 23.183 15.568  0.06
H 10.071 23.061 14.871  0.10
C 13.165 21.080 14.391  -0.10
O 12.432 21.708 13.357  -0.18
C 13.091 22.709 12.675  -0.22
C 14.050 22.106 11.638  -0.19
N 14.749 23.158 10.928  -0.06
C 15.636 22.652 9.844  -0.17
C 16.783 23.603 9.587  -0.20
O 17.558 23.669 10.767  -0.21
C 18.495 24.719 10.743  -0.11
H 13.521 21.807 15.131  0.07
H 14.093 20.593 14.028  0.08
H 12.558 20.292 14.816  0.09
H 13.520 23.371 13.444  0.11
H 12.400 23.365 12.131  0.13
H 13.532 21.504 10.900  0.12
H 14.752 21.443 12.172  0.09
H 15.313 23.598 11.680  0.07
H 15.011 22.508 8.962  0.12
H 16.007 21.658 10.117  0.09
H 16.380 24.563 9.268  0.11
H 17.396 23.215 8.762  0.13
H 18.006 25.695 10.639  0.08
H 19.250 24.673 9.952  0.09
H 19.056 24.655 11.665  0.08
C 10.157 27.502 11.580  -0.08
C 9.667 28.869 11.123  -0.31
O 8.239 28.954 11.041  -0.08
H 9.980 26.731 10.826  0.08
H 9.632 27.276 12.518  0.07
H 11.234 27.509 11.790  0.05
H 10.046 29.189 10.157  0.10
H 9.960 29.589 11.887  0.09
H 7.973 28.302 10.393  0.07
C 22.563 21.647 10.659  -0.08
C 21.540 22.453 9.894  -0.33
O 20.770 21.562 9.110  -0.07
H 23.286 21.101 10.050  0.08
H 22.057 20.940 11.316  0.04
H 23.143 22.366 11.235  0.07
H 22.003 23.229 9.278  0.11
H 20.870 23.014 10.551  0.09
H 20.287 22.094 8.469  0.08
C 23.141 22.138 14.631  -0.07
C 22.115 23.194 14.236  -0.33
O 21.873 23.994 15.352  -0.14
H 24.068 22.575 14.993  0.08
H 23.334 21.430 13.827  0.05
H 22.746 21.485 15.405  0.04
H 21.184 22.680 13.947  0.09
H 22.462 23.785 13.381  0.11
H 21.027 24.533 15.174  0.05
C 15.571 24.620 17.604  -0.07
C 16.862 24.036 18.142  -0.33
O 17.926 24.651 17.491  -0.17
H 15.700 24.738 16.522  0.05
H 15.286 25.606 18.004  0.05
H 14.701 23.985 17.787  0.08
H 16.804 22.954 17.965  0.11
H 17.040 24.173 19.216  0.12
H 18.761 24.061 17.619  0.07
C 12.559 26.602 8.046  -0.08
C 13.545 25.780 8.849  -0.35
O 12.891 25.228 9.964  -0.13
H 13.036 26.884 7.095  0.08
H 12.331 27.536 8.555  0.04
H 11.662 26.031 7.802  0.08
H 14.366 26.330 9.306  0.09
H 13.939 24.982 8.203  0.11
H 13.497 24.536 10.348  0.04